1.
10
Properties=species:S:1:pos:R:3 method="wB97M-V/def2-TZVPD" e_above_lowest_ev=1.2473 homo_lumo_gap_ev=10.38
C 0.67 1.20 -0.11
O 1.77 -1.01 -0.41
C -0.44 1.67 0.31
O -1.34 2.15 0.82
C 0.75 -0.47 -0.26
H -0.23 -2.16 0.31
C -0.51 -1.10 0.00
H -1.00 -0.56 0.81
H 1.53 1.50 -0.58
H -1.19 -1.23 -0.90

=====

2.
86
Properties=species:S:1:pos:R:3 method="wB97M-V/def2-TZVPD" total_charge=-2 homo_lumo_gap_ev="2.84 / 2.76"
C 1.59 -3.94 3.72
C -2.14 1.39 4.41
H 0.66 5.42 4.93
H -2.59 -5.58 -5.59
H 2.10 -2.08 0.97
C -2.07 2.28 -3.66
Br 3.08 -2.69 -4.55
C -2.25 0.65 2.13
C 1.11 -0.56 -2.82
C 0.62 -4.74 -1.91
C -2.72 -3.77 -4.47
N -4.31 -4.54 -6.14
C -3.57 4.16 -3.78
H 1.39 -3.20 5.71
Mg -1.77 0.39 -1.04
N -2.68 2.04 0.32
H -2.22 -0.09 1.40
H 1.40 -4.96 3.98
N -2.21 2.25 -2.31
H 1.87 -5.10 -3.66
H 1.81 3.29 1.46
C 3.99 0.68 1.16
C 6.35 0.92 -0.38
O 0.11 0.03 -2.40
C -3.42 -2.59 -4.22
H 7.27 1.02 -0.92
C 1.72 2.15 3.28
H -3.55 4.02 0.23
H -1.90 -0.65 3.89
Se -2.87 -1.23 -3.04
C -2.19 0.32 3.49
C -2.94 3.20 -1.72
C 1.71 -3.02 -3.20
C -3.62 4.18 -2.41
H -2.47 4.03 2.38
C 2.00 -2.31 2.02
C 1.20 3.39 5.27
C 1.54 2.18 4.66
C -3.18 -4.69 -5.43
H -1.46 1.47 -4.07
H 3.08 0.51 -0.79
C 1.83 -3.62 2.38
C 5.24 0.79 1.79
C 1.43 -4.37 -2.95
C 1.89 -1.31 2.96
C 1.57 -2.96 4.68
H 1.55 -0.86 5.04
C 5.13 0.78 -1.00
H 5.06 0.78 -2.08
H -4.20 4.83 -4.37
H 7.33 0.94 1.51
O 1.99 -0.12 -3.53
C -4.58 -2.44 -5.00
C 3.99 0.65 -0.23
C -4.96 -3.38 -5.93
C 0.39 -2.48 -1.28
C 1.70 -1.62 4.30
H -5.86 -3.21 -6.51
C 1.05 4.52 4.48
H -1.79 -4.00 -3.96
C 1.66 3.30 2.54
H -2.29 3.51 4.65
H -0.58 -4.09 -0.22
Sb 1.94 0.55 1.96
H -4.26 4.87 -1.90
C 1.16 -2.03 -2.39
C -2.30 2.67 3.99
C -2.42 2.99 2.62
H 5.33 0.82 2.85
Br -1.64 1.02 6.31
H 1.89 -4.42 1.65
H 1.15 5.41 2.54
H 0.02 -1.68 -0.62
C -2.48 1.97 1.70
C 1.28 4.50 3.12
H 0.99 3.47 6.33
C -2.72 3.24 -4.42
C 6.39 0.90 1.00
O -2.46 -1.39 -0.54
H 1.61 1.28 5.25
S 0.98 0.73 -0.14
H -5.20 -1.55 -4.94
C 0.13 -3.81 -1.00
C -3.07 3.16 -0.28
H 0.29 -5.78 -1.85
H -2.62 3.24 -5.49

=====

3.
9
Properties=species:S:1:pos:R:3 method="wB97M-V/def2-TZVPD" e_above_lowest_ev=0.3452 homo_lumo_gap_ev=10.00
C -0.22 -1.17 0.00
H -2.09 0.04 -0.03
H -0.44 1.99 -0.11
C -1.02 -0.10 0.04
C -0.13 1.00 -0.01
C 1.13 0.49 0.00
H -0.51 -2.27 -0.03
O 1.13 -0.86 -0.02
H 2.16 0.88 0.16

=====

4.
11
Properties=species:S:1:pos:R:3 method="wB97M-V/def2-TZVPD" e_above_lowest_ev=2.7355 homo_lumo_gap_ev=9.23
H -3.25 0.94 0.08
H 2.62 0.58 -0.07
C 1.11 -0.75 -0.04
N 1.62 0.50 -0.18
O 0.97 1.65 0.17
H 0.10 1.60 -0.27
C -0.35 -0.81 0.11
O 1.79 -1.75 -0.01
N -1.15 0.16 -0.17
S -2.75 -0.31 -0.02
H -0.72 -1.81 0.40

=====

5.
66
Properties=species:S:1:pos:R:3 method="wB97M-V/def2-TZVPD" e_above_lowest_ev=0.8627 homo_lumo_gap_ev=6.65
N 2.60 0.66 -2.18
H 2.02 -2.69 -2.35
H -1.64 -2.10 -1.92
H 4.97 0.32 6.27
C -1.75 0.36 3.18
H 2.86 -2.75 1.50
H -3.40 -2.77 5.51
C 1.25 0.94 3.44
C 4.06 -0.25 6.44
H 2.28 -4.00 7.18
H 3.80 -1.03 -2.35
H -1.29 4.09 1.98
C -0.53 4.04 2.75
H -0.34 -3.25 -1.59
C 2.41 0.43 3.92
H -2.51 -0.41 3.28
C -0.62 -2.19 -1.54
H 4.13 -1.22 5.95
C -2.60 -3.34 5.04
C 2.92 -0.86 3.37
C 1.65 -3.22 6.76
N -0.91 1.30 -0.11
C 1.15 -0.98 7.47
H -1.86 0.86 2.22
N -2.73 2.73 -0.94
H 0.14 -1.61 -3.47
O 1.08 -0.14 8.32
C 0.33 -1.38 -2.42
O -1.53 -2.46 4.66
O 3.18 -1.86 3.98
C 2.80 -0.72 -2.66
C -1.76 1.99 -0.55
H 3.37 1.24 -2.48
C 1.10 -0.55 6.02
As 2.54 0.83 5.84
H -0.95 -2.39 0.48
H 2.11 -2.83 5.85
H -1.84 1.09 3.99
H -0.94 4.32 3.72
H 3.78 -1.72 0.37
As -0.02 -0.53 3.19
N -2.53 3.77 -3.20
H 0.09 -0.33 -2.27
O 1.54 -2.22 7.77
O -0.10 2.68 2.78
N -0.48 -1.75 -0.14
C 3.61 -1.97 1.41
H 4.53 -2.29 1.89
C 0.88 2.37 3.64
H 1.84 -1.64 -0.96
O -1.23 -1.97 6.83
H 0.30 4.70 2.52
H -2.95 -3.80 4.12
C -2.60 3.27 -2.15
H 0.67 -3.64 6.53
H -2.24 -4.09 5.73
H -0.92 -0.84 -0.04
H 1.77 1.05 -2.63
H 3.93 -0.38 7.52
H 2.76 -0.79 -3.75
O 3.12 -0.76 2.03
C 0.14 -0.90 5.17
C 1.78 -1.67 -2.05
K 1.54 0.94 0.50
O 1.43 3.18 4.34
C -0.92 -1.82 5.67

=====

6.
115
Properties=species:S:1:pos:R:3 method="wB97M-V/def2-TZVPD" homo_lumo_gap_ev=9.59
H -3.42 3.82 2.81
H -2.68 -4.78 -6.18
H -2.42 -2.55 -1.95
C 0.64 3.15 7.26
O 2.05 2.51 -2.78
H 4.17 4.15 1.98
H 3.56 3.15 3.28
O -2.06 0.42 -0.27
Cl -3.43 1.96 4.64
H 2.40 2.97 -4.77
H -2.01 -6.62 -2.16
H -4.02 -6.13 -0.70
C 4.44 6.90 1.51
H -2.53 -9.51 -1.86
C 3.72 4.18 2.97
C 2.49 6.23 3.06
H -3.45 -6.32 -5.80
H 2.06 3.43 5.51
H 0.48 3.53 3.84
H -1.17 -3.59 -1.26
H 4.72 5.95 1.05
H -0.45 3.28 7.45
N 2.20 6.54 0.61
C -1.87 0.57 -1.67
C -1.84 -2.04 0.09
H 5.02 7.02 2.42
N -3.32 -5.78 -0.05
H -0.74 -1.99 -1.81
H -0.19 0.37 4.12
C 2.94 6.99 1.79
C -1.55 4.63 2.08
H -0.66 -4.75 -7.63
C 3.68 4.34 -2.29
O -1.10 2.97 5.09
H -4.26 -9.64 -2.23
C 4.48 4.44 -3.58
H -2.01 0.81 2.87
H -1.67 5.73 1.91
C -0.02 3.85 4.79
C -1.40 -6.66 -1.26
H 1.21 6.71 0.76
H -0.32 4.93 4.67
H 3.34 1.58 -4.13
H -3.63 -0.92 -0.49
H -0.81 -5.75 -1.24
O 1.68 1.33 8.53
H -1.82 4.06 1.16
H 5.08 5.36 -3.59
H 0.16 -5.53 -4.82
O -3.86 -8.58 -0.54
H 1.92 1.52 6.46
C -2.48 -5.83 -5.92
C 3.15 2.93 -1.99
H -0.89 -7.87 -5.78
H -2.41 -6.61 -7.91
C -0.48 -5.82 -7.53
H 1.08 0.71 8.95
H 5.17 3.60 -3.69
C -2.78 -8.18 0.29
H 0.38 -5.97 -6.87
H 4.74 7.68 0.81
H -0.89 -4.09 -4.97
H -0.17 -6.20 -8.51
C 1.10 3.85 5.92
H -2.70 0.17 -2.25
H 3.10 6.51 3.93
O 2.45 4.82 2.91
H 2.27 5.52 0.58
H -2.21 -8.44 -6.47
C 1.11 1.64 7.24
H 1.16 3.62 8.14
H -1.98 -8.93 0.26
N -0.01 1.09 3.43
H -0.93 0.10 -1.97
H -2.39 -2.83 0.61
H -0.78 -1.59 1.77
N -0.57 -1.82 0.80
H 0.29 0.95 6.94
O -1.86 -5.91 -4.64
C 2.39 2.11 -4.10
F -2.70 5.09 4.19
H 3.95 2.18 -2.03
H 4.39 4.66 3.69
H 0.42 0.60 2.65
H -0.16 -0.97 0.43
H 2.71 8.05 1.96
N -1.36 -7.92 -6.67
C -2.24 -6.77 0.01
H -1.12 2.02 1.91
H -3.05 -0.62 1.14
H -0.63 -4.86 -3.40
H -3.45 -8.11 -2.51
H -1.77 1.64 -1.88
H 1.34 4.92 6.18
H 1.46 6.53 3.28
H -0.71 -7.51 -1.35
H -1.58 -6.50 0.85
H 2.13 5.34 -1.42
C -1.90 2.75 3.94
C -0.75 -5.05 -4.47
H 2.77 2.92 -0.96
C -2.72 -0.78 0.11
C -3.48 -8.98 -1.85
H -3.17 -8.19 1.31
H -0.45 4.44 2.23
H 4.35 4.61 -1.47
C -1.30 1.68 2.95
H 1.61 1.43 -4.45
H 3.85 4.48 -4.47
H 1.88 4.97 -2.96
C -1.73 -6.55 -7.05
H -3.80 -5.77 0.85
C -2.42 4.07 3.25
C -1.53 -2.56 -1.31
N 2.59 5.33 -2.33